The following is a quantum chemistry calculation of C2H6N2 in the gas phase at a distorted geometry, from the Open Molecules 2025 dataset.

Calculated values
* relative energy (zero: lowest compared OMol25 entry of this formula, charge and spin): 354.22 kJ/mol
* LUMO energy: 0.922 eV
* structure (SMILES): C/C=N\N
* HOMO-LUMO gap: 9.32 eV
* F_max: 5.50 eV Å⁻¹
* E_HOMO: -8.4 eV

```
! RIJCOSX wB97M-V def2-TZVPD def2/J DEFGRID3
* xyz 0 1
C 1.30 0.70 0.07
C 0.50 -0.37 0.75
N -0.80 -0.47 0.41
N -1.10 -0.14 -0.83
H 0.41 1.51 -0.43
H 1.66 0.34 -0.88
H 2.17 1.27 0.49
H 0.57 -0.58 1.73
H -1.84 -0.65 -1.21
H -0.49 0.41 -1.63
*
```

The following is a quantum chemistry calculation of 17 unconnected molecules or ions with the total composition C30H29Cl48F9N2O2S at a distorted geometry, from the Open Molecules 2025 dataset.

Calculated values
* LUMO energy: -2.610 eV
* HOMO-LUMO gap: 6.07 eV
* F_max: 8.77 eV Å⁻¹
* E_HOMO: -8.7 eV

```
! RIJCOSX wB97M-V def2-TZVPD def2/J DEFGRID3
* xyz 0 1
C 1.60 4.99 -4.45
C 2.25 3.64 -3.74
N 1.72 2.34 -4.31
C 0.22 2.34 -4.46
C -0.86 2.05 -3.22
C -0.17 1.71 -1.74
C -0.54 0.14 -1.34
C 0.64 -0.94 -1.85
F -0.13 -2.22 -2.10
F 1.18 -0.37 -3.10
C 1.70 -1.05 -0.61
F 1.95 0.24 0.11
F 1.05 -1.94 0.42
S 3.35 -1.83 -1.01
F 4.00 -1.02 0.40
F 2.95 -3.19 -0.01
F 2.75 -2.73 -2.34
F 3.89 -0.52 -1.97
F 4.88 -2.57 -1.28
C -2.48 2.10 -3.47
C -3.08 2.40 -4.99
C -1.98 2.63 -6.19
C -0.36 2.64 -6.00
C 0.44 2.93 -7.40
O 1.76 3.09 -7.66
N -0.72 2.93 -8.40
C -2.14 2.90 -7.80
O -3.31 3.03 -8.44
H 1.61 4.77 -5.61
H 0.52 5.23 -4.05
H 2.26 5.95 -4.22
H 3.45 3.67 -3.73
H 1.94 3.70 -2.60
H 2.19 2.09 -5.23
H -0.70 2.43 -0.95
H 0.98 1.94 -1.70
H -1.55 -0.10 -1.92
H -0.77 -0.01 -0.20
H -3.19 1.90 -2.56
H -4.23 2.43 -5.22
H -0.53 3.72 -9.05
C -2.73 -2.56 0.06
Cl -2.92 -0.89 -0.50
Cl -3.09 -2.68 1.79
Cl -3.77 -3.66 -0.87
H -1.69 -2.86 -0.09
C -2.34 -6.55 3.02
Cl -3.33 -8.01 3.16
Cl -2.17 -6.08 1.32
Cl -3.05 -5.23 3.96
H -1.34 -6.76 3.42
C 0.10 -2.05 4.58
Cl -1.21 -0.88 4.84
Cl -0.30 -3.61 5.32
Cl 0.41 -2.25 2.84
H 1.00 -1.67 5.05
C -4.47 1.90 4.07
Cl -3.30 2.16 2.77
Cl -3.64 1.40 5.56
Cl -5.43 3.36 4.35
H -5.14 1.09 3.77
C -1.59 5.32 -1.04
Cl -2.90 6.49 -0.77
Cl -2.00 3.77 -0.30
Cl -1.28 5.13 -2.77
H -0.69 5.71 -0.56
C -6.28 -3.67 5.82
Cl -8.00 -3.75 5.42
Cl -5.65 -2.03 5.56
Cl -6.00 -4.19 7.49
H -5.74 -4.35 5.15
C -4.98 -7.26 -2.55
Cl -5.04 -5.61 -3.18
Cl -4.86 -7.25 -0.78
Cl -6.41 -8.17 -3.06
H -4.10 -7.76 -2.95
C 0.17 -3.58 9.04
Cl -1.08 -3.67 10.30
Cl 0.58 -1.89 8.70
Cl 1.61 -4.49 9.53
H -0.23 -4.03 8.13
C 3.79 3.17 0.81
Cl 2.84 3.80 -0.54
Cl 3.04 3.62 2.36
Cl 3.95 1.41 0.69
H 4.79 3.61 0.77
C 8.01 4.13 -0.68
Cl 6.29 4.05 -1.08
Cl 8.64 5.76 -0.94
Cl 8.29 3.60 0.99
H 8.55 3.45 -1.35
C -0.44 -1.23 -8.76
Cl -1.43 -2.69 -8.62
Cl -0.27 -0.76 -10.46
Cl -1.15 0.10 -7.82
H 0.55 -1.44 -8.36
C -0.63 3.16 -12.18
Cl -0.20 4.70 -11.40
Cl -2.04 3.37 -13.23
Cl 0.75 2.53 -13.10
H -0.89 2.44 -11.40
C 4.68 3.40 5.98
Cl 5.85 3.67 4.67
Cl 5.51 2.91 7.46
Cl 3.72 4.86 6.25
H 4.01 2.60 5.67
C 9.89 1.60 3.99
Cl 8.59 2.77 4.25
Cl 9.49 0.04 4.73
Cl 10.21 1.40 2.25
H 10.80 1.98 4.46
C -11.42 -4.91 4.04
Cl -11.00 -3.37 4.81
Cl -12.83 -4.70 2.98
Cl -10.05 -5.54 3.12
H -11.68 -5.63 4.82
C 4.38 -3.64 12.75
Cl 3.21 -2.76 11.75
Cl 4.55 -5.31 12.19
Cl 5.95 -2.81 12.74
H 4.01 -3.65 13.78
*
```

The following is a quantum chemistry calculation of a molecular structure, C29H27N9O3S2Sc, from the Open Molecules 2025 dataset.

Calculated values
* relative energy (zero: lowest compared OMol25 entry of this formula, charge and spin): 3.79 kJ/mol
* LUMO energy: -2.779 eV
* HOMO-LUMO gap: 6.99 eV
* F_max: 0.95 eV Å⁻¹
* E_HOMO: -9.8 eV

```
! RIJCOSX wB97M-V def2-TZVPD def2/J DEFGRID3
* xyz 1 1
Sc -0.53 0.59 0.63
C -1.28 0.30 3.88
O -0.62 -0.31 2.76
C -0.10 -1.58 2.92
C -0.36 -2.36 4.03
C 0.22 -3.62 4.12
C 1.05 -4.08 3.10
C 1.30 -3.28 1.99
C 0.71 -2.04 1.89
N 0.86 -1.14 0.78
N 1.68 -1.56 -0.09
C 2.13 -0.73 -1.07
C 2.05 0.67 -0.94
O 1.28 1.23 -0.08
C 2.94 1.48 -1.73
C 3.70 0.92 -2.69
C 3.67 -0.50 -2.96
C 4.40 -1.05 -4.02
C 4.39 -2.41 -4.25
C 3.63 -3.24 -3.41
C 2.91 -2.72 -2.37
C 2.91 -1.33 -2.12
H -0.63 0.26 4.76
H -2.22 -0.21 4.07
H -1.45 1.33 3.59
H -1.00 -2.00 4.83
H 0.03 -4.23 4.99
H 1.51 -5.05 3.18
H 1.95 -3.62 1.20
H 2.94 2.55 -1.54
H 4.34 1.54 -3.31
H 4.99 -0.40 -4.66
H 4.95 -2.83 -5.07
H 3.62 -4.31 -3.58
H 2.32 -3.36 -1.73
O -0.41 2.24 1.79
N -0.24 3.49 1.33
C 0.18 4.39 2.25
C 0.37 5.69 1.91
C 0.12 6.08 0.58
C -0.32 5.15 -0.32
C -0.52 3.80 0.04
S -1.15 2.62 -1.04
H 0.36 3.97 3.22
H 0.72 6.39 2.65
H 0.26 7.10 0.27
H -0.53 5.42 -1.34
N -5.04 0.68 0.85
C -4.92 2.02 1.18
C -3.59 2.25 1.32
N -2.89 1.09 1.09
C -3.79 0.18 0.81
C -3.33 -1.18 0.52
N -2.05 -1.42 0.53
C -1.92 -2.77 0.25
C -3.15 -3.32 0.09
N -4.05 -2.29 0.27
H -5.90 0.20 0.66
H -5.78 2.66 1.28
H -3.09 3.17 1.57
H -0.96 -3.24 0.17
H -3.47 -4.32 -0.14
H -5.05 -2.36 0.18
N 0.41 1.06 -3.44
C -0.06 -0.18 -3.33
N 0.35 -1.07 -4.24
S -1.13 -0.63 -2.09
H 1.07 1.33 -4.15
H 0.09 1.77 -2.78
H 1.05 -0.84 -4.93
H 0.08 -2.03 -4.12
*
```

The following is a quantum chemistry calculation of 5 unconnected molecules or ions with the total composition C2H13NO5 at a distorted geometry, from the Open Molecules 2025 dataset.

Calculated values
* relative energy (zero: lowest compared OMol25 entry of this formula, charge and spin): 259.63 kJ/mol
* LUMO energy (alpha / beta): -4.227 / -9.573 eV
* expectation value of S²: 0.7771
* HOMO-LUMO gap (alpha / beta): 9.20 / 3.85 eV
* F_max: 7.62 eV Å⁻¹
* E_HOMO (alpha / beta): -13.4 / -13.4 eV

```
! RIJCOSX wB97M-V def2-TZVPD def2/J DEFGRID3
* xyz 1 2
C 2.73 0.99 -0.81
N 1.47 1.56 -0.67
C 1.15 2.90 -0.14
O 3.66 1.34 -0.14
H 2.89 0.22 -1.62
H 0.74 1.32 -1.26
H 0.05 2.95 -0.05
H 1.79 3.68 -0.66
H 1.59 3.06 0.83
H -0.17 1.45 2.84
H 0.10 0.87 1.52
O -0.56 0.85 2.18
H -2.75 -0.26 0.13
H -1.44 0.31 0.93
O -1.75 -0.09 0.10
H 0.68 -2.53 -0.96
H -0.47 -1.47 -0.57
O 0.38 -1.72 -0.91
H -3.74 -4.49 -0.41
H -3.05 -5.67 0.26
O -3.30 -5.28 -0.59
*
```

Q: What is the formula in the second record?
A: C30H29Cl48F9N2O2S